(1)
2 unconnected molecules or ions with the total composition C2H9NS2 in a non-equilibrium geometry. Source: the Open Molecules 2025 dataset; level of theory: wB97M-V/def2-TZVPD.

```
14
Properties=species:S:1:pos:R:3:mulliken_charge:R:1
S -3.2971 1.9781 -1.0485 -0.149
S -2.7489 3.2328 -2.5456 -0.165
N 0.8377 0.2972 0.9208 -0.588
C 0.5944 -1.0026 0.3762 -0.208
C 1.6408 -1.9974 0.7125 -1.140
H 1.4869 -2.4783 1.6838 0.265
H 2.6258 -1.5565 0.6813 0.323
H 0.8939 0.3828 1.8777 0.207
H 1.7481 0.5940 0.6104 0.210
H -2.0492 1.5048 -1.0084 0.156
H -3.8075 4.0412 -2.3001 0.149
H 1.8842 -2.8024 0.0231 0.341
H 0.5012 -0.7967 -0.7183 0.264
H -0.3104 -1.3970 0.7352 0.335
```

Summary:
ΔE to the lowest compared entry with this formula, charge and spin	1.128	eV
SMILES	CCN.SS
total charge	0
HOMO-LUMO gap	8.86	eV

(2)
5 unconnected molecules or ions with the total composition CH10O6 in a non-equilibrium geometry. Source: the Open Molecules 2025 dataset; level of theory: wB97M-V/def2-TZVPD.

```
17
Properties=species:S:1:pos:R:3:mulliken_charge:R:1
O -0.0583 2.0269 -2.1709 -0.760
O -0.5844 -0.4083 1.7194 -0.206
O -2.1206 0.5921 -0.5407 -0.707
O -1.8445 -2.2313 1.9777 0.039
O 2.0681 0.4682 -2.7651 -0.703
O 2.6938 0.1709 0.7253 -0.592
C -1.0916 -1.4519 2.4181 0.405
H -2.7628 0.0084 -1.0105 0.342
H 3.5059 0.4097 1.0781 0.303
H -1.0133 -1.3552 3.5428 0.364
H 3.0222 0.5018 -3.0457 0.328
H 2.3456 -0.6464 1.1337 0.299
H -0.9797 -0.3326 0.8472 0.349
H 0.6911 1.3624 -2.4373 0.427
H 1.6912 -0.1027 -3.5116 0.355
H 0.2469 2.7763 -1.6128 0.330
H -1.4295 1.1422 -1.0589 0.427
```

Summary:
multiplicity	2
ΔE to the lowest compared entry with this formula, charge and spin	1.528	eV
total charge	+1
HOMO-LUMO gap (spin up / spin down)	8.62 / 3.29	eV

(3)
A molecular structure, C3HCuO3 in a non-equilibrium geometry. Source: the Open Molecules 2025 dataset; level of theory: wB97M-V/def2-TZVPD.

```
8
Properties=species:S:1:pos:R:3:mulliken_charge:R:1
Cu 3.5023 0.0521 0.3627 0.640
O 1.9638 -0.1570 -0.4175 -0.822
O 0.0632 0.9854 -0.2662 -0.293
O 0.0890 -1.1786 0.2916 -0.502
C -1.2620 0.9320 -0.1545 -0.207
C -2.1334 0.1216 0.1740 -0.036
C 0.7593 -0.2219 -0.0808 0.871
H -2.9823 -0.5335 0.0908 0.349
```

Summary:
multiplicity	3
ΔE to the lowest compared entry with this formula, charge and spin	1.405	eV
total charge	0
HOMO-LUMO gap (spin up / spin down)	8.81 / 5.65	eV

(4)
A single C4H12N2 molecule in a non-equilibrium geometry. Source: the Open Molecules 2025 dataset; level of theory: wB97M-V/def2-TZVPD.

```
18
Properties=species:S:1:pos:R:3:mulliken_charge:R:1
N -1.6847 1.6897 -1.3162 -0.633
N -0.5246 -0.3411 -0.6572 -0.471
C 0.0005 -1.6049 1.3510 -1.475
C 1.5919 0.1949 0.6518 -1.378
C 0.6199 -0.8710 0.1747 0.541
C -0.4480 0.9759 -1.3446 -0.394
H 1.9614 0.7687 -0.2049 0.335
H 0.3669 1.6340 -1.0654 0.313
H -0.2396 0.7644 -2.4013 0.286
H -1.9095 2.0741 -0.4066 0.232
H -1.2793 -0.1981 -0.0024 0.285
H -0.3157 -0.8596 2.0797 0.363
H 1.0814 -1.5646 -0.5379 0.247
H 0.6919 -2.3112 1.8020 0.397
H -0.8286 -2.2342 1.0186 0.395
H 0.9781 0.9493 1.1692 0.329
H -2.4583 1.0958 -1.5825 0.253
H 2.3964 -0.1618 1.2721 0.377
```

Summary:
ΔE to the lowest compared entry with this formula, charge and spin	0.750	eV
SMILES	CC(C)NCN
total charge	0
HOMO-LUMO gap	9.93	eV

Number 1: E -932.682582 Eh. Number 2: E -495.133414 Eh. Number 3: E -1980.879691 Eh. Number 4: E -269.088789 Eh.